This record from the OMol25 dataset describes a cluster of 2 separate species, C5H11NO in total. The level of theory is ωB97M-V with the def2-TZVPD basis set.

Each line ends with the Löwdin charge.
Positions of all 18 atoms, in Å:
C (-1.7246, 1.4460, 0.7614)  -0.091
N (-0.7295, -0.4885, -1.1317)  0.100
C (-0.0312, -0.2932, 0.0737)  -0.434
C (-0.4724, 0.6110, 0.9705)  -0.125
C (0.7615, -2.6701, 0.1707)  0.016
C (0.9175, -1.3623, 0.4092)  -0.143
H (-1.4856, 2.4263, 0.3292)  0.077
H (-2.5120, 0.8878, 0.2531)  0.069
H (-2.1077, 1.7085, 1.7493)  0.065
H (-1.3499, 0.2447, -1.4298)  0.079
H (-0.1419, -0.8688, -1.8582)  0.090
H (0.0206, 0.6569, 1.9195)  0.098
H (-0.1605, -3.1172, -0.1518)  0.058
H (1.5886, -3.2911, 0.4745)  0.048
H (1.7897, -1.0641, 0.9821)  0.103
H (2.0490, 2.3943, -0.7039)  0.028
H (1.1810, 1.0762, -0.9309)  0.007
O (1.1890, 2.0385, -0.8696)  -0.046

* SMILES string: C=C/C(N)=C/C.O
* HOMO: -7.73 eV
* orbital gap: 8.61 eV
* LUMO level: 0.874 eV

=====

This record from the OMol25 dataset describes a cluster of 2 separate species, C5H11NO in total. The level of theory is ωB97M-V with the def2-TZVPD basis set.

Each line ends with the Löwdin charge.
Positions of all 18 atoms, in Å:
C (0.3074, -2.4917, 0.7130)  -0.026
C (0.4224, -1.6126, -0.2703)  -0.263
N (-0.6468, -1.0564, -0.9628)  -0.050
C (-0.3430, 0.1156, -1.7880)  -0.235
C (1.1793, 1.9940, -1.2720)  -0.003
C (0.0804, 1.3048, -0.9848)  -0.181
H (-0.6323, -2.7921, 1.1577)  0.046
H (1.1909, -3.0000, 1.0723)  0.039
H (1.4217, -1.2795, -0.5290)  0.112
H (-1.4591, -0.8946, -0.3836)  0.121
H (-1.2744, 0.3722, -2.3117)  0.118
H (0.3471, -0.2111, -2.5567)  0.116
H (1.5647, 2.8276, -0.7032)  0.050
H (1.5677, 1.9211, -2.2892)  0.061
H (-0.4491, 1.6098, -0.0839)  0.099
H (-0.7882, 1.0763, 3.0059)  0.021
H (-1.1465, 0.7504, 4.4501)  0.035
O (-1.3422, 1.3661, 3.7364)  -0.061

* SMILES string: C=CCNC=C.O
* HOMO: -8.29 eV
* orbital gap: 9.05 eV
* LUMO level: 0.754 eV